{"formula": "C46H52BIN10OPRu", "method": "the ωB97M-V functional and the def2-TZVPD basis", "symbols": ["Ru", "C", "C", "C", "C", "C", "C", "N", "N", "B", "N", "C", "C", "C", "N", "C", "C", "C", "N", "C", "C", "C", "N", "C", "C", "C", "H", "H", "H", "H", "H", "H", "H", "H", "H", "H", "H", "H", "H", "H", "H", "H", "H", "H", "H", "H", "H", "H", "H", "H", "H", "H", "H", "H", "O", "N", "C", "C", "C", "C", "C", "C", "C", "P", "C", "C", "C", "C", "C", "C", "C", "C", "C", "C", "C", "C", "H", "H", "H", "H", "H", "H", "H", "H", "H", "H", "H", "H", "H", "H", "H", "H", "I", "C", "C", "N", "N", "C", "H", "H", "H", "N", "C", "C", "C", "C", "C", "C", "H", "H", "H", "H", "H"], "xyz": [[0.1831, 0.7881, 0.6888], [-3.4161, 3.9272, 1.5074], [-2.9376, 2.6689, 2.2624], [-3.9923, 2.1634, 3.1829], [-1.5866, 2.8620, 2.8525], [-1.3455, 3.3717, 4.1660], [0.0671, 3.2848, 4.2788], [0.5298, 2.7556, 3.1598], [-0.4502, 2.4388, 2.3447], [1.9282, 2.0109, 3.1675], [1.6599, 0.5929, 3.5474], [1.0229, 0.2692, 4.6675], [0.9001, -1.0479, 4.8033], [1.4378, -1.5745, 3.6079], [1.9036, -0.5779, 2.8578], [1.6505, -2.9864, 3.2049], [0.9816, -3.2152, 1.8359], [3.1051, -3.4295, 3.1461], [2.6933, 2.1246, 1.8314], [3.8640, 2.7295, 1.6279], [4.1461, 2.6896, 0.2638], [3.0782, 2.0013, -0.3070], [2.2241, 1.6503, 0.6451], [2.7680, 1.7298, -1.7494], [2.2420, 3.0510, -2.3625], [4.0417, 1.1622, -2.4177], [-4.2255, 3.5823, 0.9303], [-2.6038, 4.5514, 1.0397], [-3.9431, 4.6700, 2.1830], [-2.8342, 1.8959, 1.4637], [-4.1299, 2.8523, 3.9851], [-3.6366, 1.2209, 3.6225], [-4.8848, 2.0160, 2.6725], [-2.0720, 3.5068, 4.9716], [0.8153, 3.5603, 5.0262], [2.5692, 2.5106, 4.0003], [0.8234, 0.9951, 5.4582], [0.4771, -1.6360, 5.5587], [1.0503, -3.5645, 4.0466], [1.3472, -2.4761, 1.1466], [-0.0849, -3.0366, 1.8916], [1.3468, -4.2383, 1.4967], [3.7994, -2.6441, 2.8450], [3.2031, -4.4139, 2.6696], [3.4999, -3.4999, 4.1403], [4.3434, 3.3914, 2.3228], [4.9442, 3.2367, -0.1408], [2.0095, 0.9423, -1.6561], [3.1294, 3.6943, -2.5802], [1.5191, 3.5158, -1.7126], [1.8235, 2.8344, -3.3412], [4.2637, 0.1801, -1.9930], [4.8520, 1.8518, -2.2099], [4.0587, 1.0239, -3.5031], [-0.6292, 3.6442, -0.1368], [-0.9054, 2.4788, -0.8385], [-1.5940, 2.7593, -1.8534], [-2.1229, 1.8512, -2.8733], [-3.0650, 2.4572, -3.7142], [-3.4519, 1.8229, -4.8493], [-2.8767, 0.6250, -5.2654], [-2.0203, -0.0135, -4.4170], [-1.6958, 0.5795, -3.1471], [-0.4347, -0.3292, -2.0929], [-1.4451, -1.7462, -1.5969], [-2.7705, -1.7969, -1.8890], [-3.4803, -2.9534, -1.5452], [-2.8709, -3.9107, -0.7491], [-1.4701, -3.8712, -0.4173], [-0.7915, -2.7730, -0.9203], [0.5319, -1.0334, -3.4693], [0.4870, -2.3718, -3.9183], [1.3193, -2.7902, -4.9604], [2.1867, -1.9195, -5.5662], [2.1847, -0.5926, -5.1670], [1.4325, -0.1971, -4.1008], [-0.2884, 3.3242, 0.6877], [-1.8894, 3.7525, -2.0385], [-3.4703, 3.3939, -3.5200], [-4.1860, 2.3349, -5.4908], [-3.0977, 0.1617, -6.2322], [-1.5434, -0.9079, -4.7108], [-3.4026, -1.0026, -2.3125], [-4.5121, -3.1139, -1.6631], [-3.5401, -4.6409, -0.2582], [-0.9677, -4.6694, 0.0492], [0.2372, -2.6300, -0.7393], [-0.2089, -2.9931, -3.3605], [1.2859, -3.8058, -5.2930], [2.6917, -2.2035, -6.4584], [2.7253, 0.1858, -5.6652], [1.3612, 0.8607, -3.8861], [6.6667, -3.7373, -1.0128], [5.0496, -2.4807, -0.6161], [4.6573, -1.8668, 0.6001], [3.4546, -1.3331, 0.3682], [2.9917, -1.5410, -0.8511], [3.9697, -2.2331, -1.4718], [5.2332, -1.6843, 1.4896], [2.8936, -0.8240, 1.0542], [3.8357, -2.6982, -2.4763], [-1.4164, -0.0602, 1.0410], [-2.5213, -0.8051, 1.4583], [-3.7425, -0.5365, 0.6689], [-4.9022, -1.2418, 0.9375], [-4.9287, -2.2061, 1.9105], [-3.7651, -2.4591, 2.6926], [-2.5425, -1.7624, 2.4351], [-3.6916, 0.2978, -0.0573], [-5.7963, -0.9491, 0.3275], [-5.8798, -2.6597, 2.2607], [-3.7462, -3.1703, 3.4727], [-1.6908, -1.9782, 2.9998]], "lowdin_spin": [3.275, 0.001, 0.003, 0.001, 0.011, 0.005, 0.004, 0.005, 0.090, 0.009, 0.015, 0.002, 0.004, 0.006, 0.040, 0.000, 0.003, 0.000, 0.006, 0.010, 0.003, 0.013, 0.031, 0.002, 0.000, 0.000, 0.000, 0.000, 0.000, 0.003, 0.000, 0.000, 0.000, 0.001, 0.000, 0.000, 0.000, 0.000, 0.000, 0.004, 0.001, 0.000, 0.000, 0.000, 0.000, 0.001, 0.000, 0.002, 0.000, 0.000, 0.000, 0.000, 0.000, 0.000, 0.005, 0.071, 0.003, 0.001, 0.000, 0.001, 0.000, 0.003, 0.009, 0.066, 0.003, 0.001, 0.003, 0.003, 0.002, 0.002, 0.011, 0.004, 0.000, 0.003, 0.000, 0.003, 0.002, 0.002, 0.000, 0.000, 0.000, 0.000, 0.000, 0.000, 0.000, 0.000, 0.001, 0.000, 0.000, 0.000, 0.000, 0.000, 0.000, 0.000, 0.000, 0.001, 0.004, 0.000, 0.000, 0.004, 0.000, 0.880, 0.087, 0.107, -0.001, 0.085, -0.022, 0.091, 0.004, -0.001, 0.005, -0.003, 0.005], "multiplicity": 6, "orbital_gap_ev": [7.18, 7.53], "mol_weight_g_mol": 1030.75, "e_above_lowest_ev": 1.201}

***

{"formula": "C2H5O2S", "method": "the ωB97M-V functional and the def2-TZVPD basis", "symbols": ["C", "S", "H", "H", "H", "O", "C", "O", "H", "H"], "xyz": [[1.3711, -0.9391, 0.6529], [0.1959, -2.2255, -0.0168], [1.6032, -1.1818, 1.6903], [2.2781, -0.8067, 0.0798], [0.8107, -0.0110, 0.6655], [-0.3927, 3.0977, -0.0372], [-0.9251, 1.9924, 0.0868], [-0.7850, 1.0226, -0.6941], [-1.6405, 1.8696, 0.9241], [-0.4944, -1.2015, -0.5701]], "lowdin_charge": [-0.462, 0.540, 0.006, 0.015, -0.009, -0.125, -0.702, -0.170, 0.084, -0.178], "charge": -1, "orbital_gap_ev": 7.74, "mol_weight_g_mol": 93.13, "e_above_lowest_ev": 0.557}

***

{"formula": "C3H9NO2", "method": "the ωB97M-V functional and the def2-TZVPD basis", "symbols": ["C", "C", "O", "H", "H", "H", "H", "N", "C", "O", "H", "H", "H", "H", "H"], "xyz": [[-3.4140, -0.7482, -0.5792], [-2.2964, -1.3076, -0.1399], [-1.4083, -0.4645, 0.5175], [-4.2950, -1.1440, -1.0584], [-3.5588, 0.2737, -0.2343], [-1.8369, -2.2165, -0.5099], [-0.8801, -0.9787, 1.1142], [2.4639, 1.8895, -0.3732], [2.6565, 0.5585, 0.1589], [1.4311, -0.1213, 0.4515], [2.4468, 1.8790, -1.3877], [1.6987, 2.4310, 0.0074], [3.1720, 0.0016, -0.6225], [3.1444, 0.6198, 1.1262], [0.9793, -0.3138, -0.3572]], "lowdin_charge": [0.009, -0.259, -0.045, 0.050, 0.063, 0.107, 0.071, 0.011, -0.327, -0.086, 0.061, 0.072, 0.113, 0.109, 0.052], "smiles": "C=CO.NCO", "orbital_gap_ev": 10.08, "mol_weight_g_mol": 91.11, "e_above_lowest_ev": 2.477}